The following is a DFT calculation (the ωB97M-V functional and the def2-TZVPD basis) of a structure of composition H26O13 in a non-equilibrium geometry.

Each line ends with the Löwdin charge.
Element x y z (Å)
O 2.2341 0.7044 -2.0390  0.003
H 2.1291 -0.2286 -1.8200  0.010
H 1.3691 0.8824 -2.1150  -0.067
O 1.2621 -1.3386 1.6720  -0.067
H 0.6781 -2.1686 1.7460  0.119
H 1.9911 -1.6666 2.2160  0.076
O 0.1001 3.0754 0.0300  -0.024
H 0.5961 3.7664 -0.5310  0.125
H 0.7911 2.5384 0.1650  -0.071
O -2.1939 0.1384 2.0630  -0.072
H -1.8359 0.9544 1.7240  -0.253
H -1.7389 -0.4836 1.5000  -0.023
O 2.1261 -1.8666 -1.1100  -0.066
H 2.4561 -2.6326 -1.5580  0.052
H 2.3901 -2.0506 -0.1180  0.119
O -0.4279 -0.0436 -0.2720  -0.073
H 0.3951 -0.1426 0.1100  -0.030
H -0.6879 -1.0316 0.0060  0.054
O -0.6219 -2.8346 -1.8740  0.059
H 0.1911 -2.4236 -1.8730  0.001
H -0.5129 -3.7446 -2.0050  0.063
O 1.0941 1.0334 3.3380  -0.066
H 1.2171 0.3824 2.5530  0.039
H 0.2501 1.3434 3.2210  -0.062
O -1.0579 1.6534 2.0120  0.041
H -1.8569 2.0784 2.2980  0.135
H -0.9359 1.9364 1.0770  0.087
O 2.9241 1.7344 0.2830  -0.021
H 3.5711 2.3054 -0.0880  0.032
H 2.5761 1.2874 -0.4500  -0.065
O -0.5379 1.0944 -2.9160  -0.175
H -0.7729 0.7464 -1.8830  0.091
H -1.3909 1.6474 -3.0080  0.066
O -1.6809 -2.2306 0.2240  -0.070
H -2.5959 -2.5086 0.3320  0.089
H -1.4529 -2.5136 -0.6830  -0.023
O -3.5629 -0.0756 -0.9130  -0.009
H -3.1339 -0.0526 -0.0600  -0.005
H -3.3429 0.7364 -1.2540  -0.022

## Properties
HOMO (eV): -8.84
Lowest unoccupied orbital energy (eV): -0.55
E (Eh): -993.4973